1.
{
  "formula": "C49H49ClF9LiN6P",
  "method": "ωB97M-V/def2-TZVPD",
  "symbols": ["Li", "N", "C", "C", "C", "C", "C", "C", "C", "C", "N", "C", "H", "H", "H", "H", "H", "H", "H", "H", "C", "C", "N", "C", "C", "N", "C", "C", "H", "H", "H", "H", "H", "H", "H", "H", "H", "H", "H", "H", "H", "N", "C", "N", "C", "C", "C", "C", "C", "H", "H", "H", "H", "H", "H", "H", "H", "H", "H", "F", "C", "F", "F", "C", "C", "C", "C", "C", "C", "P", "C", "C", "C", "C", "C", "C", "C", "F", "F", "F", "C", "C", "C", "C", "C", "C", "C", "F", "F", "F", "H", "H", "H", "H", "H", "H", "H", "H", "H", "H", "H", "H", "Cl", "C", "C", "C", "C", "C", "C", "C", "H", "H", "H", "H", "H", "H"],
  "xyz": [[13.042, 14.117, 12.820], [15.578, 14.437, 13.973], [15.875, 15.606, 13.222], [17.171, 16.029, 12.945], [17.442, 17.272, 12.372], [16.429, 18.073, 11.892], [15.105, 17.758, 12.188], [14.066, 18.667, 11.928], [12.783, 18.363, 12.301], [12.555, 17.117, 12.867], [13.503, 16.205, 13.034], [14.803, 16.498, 12.838], [15.652, 13.607, 13.398], [16.130, 14.354, 14.824], [18.053, 15.466, 13.247], [18.487, 17.620, 12.296], [16.609, 18.988, 11.331], [14.349, 19.612, 11.460], [11.972, 19.061, 12.211], [11.555, 16.837, 13.228], [9.859, 14.197, 9.315], [10.592, 14.296, 10.644], [12.042, 13.963, 10.611], [12.660, 14.996, 9.671], [11.876, 15.083, 8.346], [10.834, 13.997, 8.222], [11.497, 12.674, 8.470], [12.148, 12.672, 9.892], [9.220, 15.092, 9.149], [9.186, 13.323, 9.337], [10.028, 13.673, 11.382], [10.476, 15.337, 11.056], [13.749, 14.783, 9.432], [12.687, 15.999, 10.133], [12.556, 14.964, 7.474], [11.387, 16.055, 8.219], [10.392, 14.038, 7.261], [12.298, 12.459, 7.731], [10.752, 11.860, 8.413], [13.196, 12.392, 9.764], [11.687, 11.856, 10.477], [13.020, 12.089, 13.125], [13.523, 11.073, 12.845], [14.203, 9.995, 12.532], [15.630, 10.072, 12.396], [16.318, 8.723, 12.652], [15.607, 7.529, 12.008], [14.126, 7.497, 12.413], [13.389, 8.812, 12.230], [15.994, 10.858, 13.128], [15.847, 10.513, 11.399], [16.348, 8.611, 13.751], [17.331, 8.848, 12.263], [16.079, 6.593, 12.258], [15.665, 7.641, 10.882], [13.982, 7.191, 13.448], [13.605, 6.800, 11.750], [12.438, 8.926, 12.783], [13.001, 8.876, 11.195], [16.075, 14.643, 23.433], [15.178, 15.585, 22.887], [14.315, 15.900, 23.887], [15.915, 16.715, 22.624], [14.539, 15.043, 21.641], [13.461, 14.116, 21.731], [12.780, 13.788, 20.560], [13.124, 14.349, 19.293], [14.273, 15.196, 19.197], [14.930, 15.544, 20.369], [12.223, 13.827, 17.828], [10.428, 13.597, 17.769], [9.574, 13.938, 18.830], [8.207, 13.752, 18.679], [7.618, 13.494, 17.410], [8.476, 13.169, 16.333], [9.875, 13.208, 16.496], [6.153, 13.657, 17.176], [5.920, 13.610, 15.825], [5.670, 14.872, 17.601], [5.337, 12.708, 17.769], [13.098, 12.464, 17.189], [14.508, 12.425, 17.291], [15.203, 11.215, 17.104], [14.433, 10.039, 16.836], [13.036, 10.153, 16.580], [12.342, 11.307, 16.804], [14.935, 8.668, 17.056], [16.304, 8.657, 17.275], [14.696, 7.767, 15.989], [14.376, 8.087, 18.196], [13.164, 13.656, 22.699], [11.924, 13.104, 20.553], [14.604, 15.576, 18.244], [15.809, 16.224, 20.333], [9.962, 14.435, 19.720], [7.577, 13.838, 19.571], [8.073, 12.851, 15.371], [10.551, 13.094, 15.651], [15.026, 13.370, 17.530], [16.291, 11.132, 17.184], [12.467, 9.269, 16.218], [11.236, 11.384, 16.742], [9.912, 20.205, 18.392], [10.617, 18.721, 17.992], [9.870, 17.735, 17.364], [10.543, 16.686, 16.739], [11.938, 16.523, 16.976], [12.588, 15.198, 16.559], [12.664, 17.483, 17.697], [12.007, 18.605, 18.177], [8.766, 17.867, 17.358], [9.954, 15.971, 16.100], [13.663, 15.331, 16.338], [12.144, 14.865, 15.612], [13.727, 17.362, 17.846], [12.553, 19.399, 18.661]],
  "total_charge": 1,
  "homo_energy_ha": [-0.2172, -0.2391],
  "multiplicity": 1,
  "orbital_gap_ev": [2.5807, 3.1681],
  "de_lowest_kcal_mol": 22.07
}

---

2.
{
  "formula": "C7H12O3",
  "method": "ωB97M-V/def2-TZVPD",
  "symbols": ["C", "C", "C", "C", "C", "C", "C", "O", "O", "H", "H", "H", "H", "H", "H", "H", "H", "H", "H", "O", "H", "H"],
  "xyz": [[-1.778, 2.116, 2.353], [-2.464, 2.426, 1.061], [-3.611, 3.434, 0.863], [-3.273, 3.194, -0.646], [-3.712, 4.089, -1.770], [-1.789, 3.062, -0.166], [-3.613, 1.716, -0.730], [-4.423, 1.120, -1.392], [-3.070, 1.212, 0.481], [-1.317, 3.032, 2.744], [-2.499, 1.745, 3.095], [-1.005, 1.349, 2.214], [-4.606, 3.145, 1.225], [-3.350, 4.448, 1.186], [-3.379, 5.119, -1.583], [-3.286, 3.750, -2.725], [-4.807, 4.093, -1.859], [-1.341, 4.040, 0.047], [-1.113, 2.460, -0.788], [-0.345, -0.171, -1.076], [-0.622, 0.120, -0.135], [-0.175, 0.637, -1.569]],
  "total_charge": 0,
  "homo_energy_ha": -0.3765,
  "multiplicity": 1,
  "orbital_gap_ev": 10.7450,
  "de_lowest_kcal_mol": 16.27
}

---

3.
{
  "formula": "CH13N7P2",
  "method": "ωB97M-V/def2-TZVPD",
  "symbols": ["C", "N", "N", "N", "N", "N", "N", "N", "P", "P", "H", "H", "H", "H", "H", "H", "H", "H", "H", "H", "H", "H", "H"],
  "xyz": [[2.430, -1.757, 1.185], [2.073, -0.546, 0.449], [0.291, 1.223, -0.697], [2.210, -0.561, -2.046], [-0.086, -1.606, -1.089], [-1.837, 2.575, -0.519], [-2.226, -0.163, -0.823], [-1.672, 0.622, 1.366], [0.936, -0.473, -0.806], [-1.264, 1.027, -0.241], [2.344, -2.609, 0.514], [1.885, -1.813, 2.187], [3.489, -1.738, 1.494], [3.185, -0.112, -1.939], [1.743, -0.116, -2.897], [0.615, -2.314, -1.391], [-2.505, -0.141, -1.754], [-1.339, 3.182, -1.182], [-2.786, 2.693, -0.578], [2.527, 0.258, 0.902], [-1.779, -1.161, -0.621], [-2.705, 0.808, 1.360], [-0.915, 0.732, 2.096]],
  "total_charge": 0,
  "homo_energy_ha": -0.3192,
  "multiplicity": 1,
  "orbital_gap_ev": 9.5460,
  "de_lowest_kcal_mol": 15.05
}

---

4.
{
  "formula": "C22H42IrNP3S",
  "method": "ωB97M-V/def2-TZVPD",
  "symbols": ["Ir", "P", "P", "P", "H", "C", "C", "H", "C", "C", "C", "C", "C", "C", "C", "C", "C", "H", "H", "H", "H", "H", "H", "H", "H", "H", "H", "H", "H", "H", "H", "H", "H", "H", "H", "H", "H", "H", "H", "H", "H", "H", "H", "H", "H", "H", "C", "C", "C", "C", "C", "C", "S", "H", "H", "H", "H", "H", "H", "C", "C", "C", "N", "C", "C", "H", "H", "H", "H", "H"],
  "xyz": [[-0.101, -0.353, -0.299], [-1.563, 0.261, 1.176], [1.731, 0.960, 0.882], [-1.225, -2.184, -0.814], [3.353, -4.819, -1.080], [2.533, -4.584, -1.758], [2.576, -3.681, -2.734], [3.562, -3.317, -3.036], [-1.586, -0.582, 2.761], [-1.558, 2.056, 1.563], [-3.318, 0.136, 0.582], [3.569, 1.063, 0.678], [1.430, 2.780, 0.829], [1.715, 0.561, 2.680], [-0.279, -3.307, -1.845], [-2.612, -1.920, -1.967], [-1.682, -3.297, 0.588], [1.739, -5.328, -1.748], [1.777, -3.636, -3.462], [-2.312, -0.114, 3.434], [-0.598, -0.533, 3.210], [-1.835, -1.634, 2.652], [-2.576, 2.337, 1.866], [-1.288, 2.670, 0.693], [-0.868, 2.302, 2.376], [-3.954, 0.742, 1.249], [-3.668, -0.911, 0.596], [-3.405, 0.531, -0.446], [3.934, 2.049, 0.994], [3.803, 0.910, -0.382], [4.032, 0.284, 1.319], [0.972, 3.109, 1.763], [0.792, 3.046, -0.018], [2.398, 3.288, 0.727], [2.644, 0.949, 3.131], [1.676, -0.529, 2.816], [0.860, 1.053, 3.154], [-0.973, -4.094, -2.165], [0.516, -3.709, -1.214], [0.135, -2.780, -2.711], [-2.879, -2.903, -2.377], [-2.273, -1.275, -2.787], [-3.465, -1.469, -1.453], [-1.849, -4.301, 0.160], [-2.604, -2.929, 1.070], [-0.832, -3.336, 1.299], [4.179, -2.602, 0.593], [3.488, -3.058, 1.745], [4.217, -3.339, 2.920], [5.604, -3.097, 2.965], [6.280, -2.563, 1.847], [5.569, -2.360, 0.675], [3.575, -1.864, -0.881], [4.727, -1.130, -1.186], [2.402, -3.148, 1.704], [3.705, -3.708, 3.812], [6.134, -3.244, 3.925], [7.346, -2.329, 1.890], [6.058, -1.881, -0.175], [0.154, 3.184, -3.555], [-1.050, 2.599, -3.189], [-1.041, 1.463, -2.395], [0.097, 0.940, -1.891], [1.266, 1.412, -2.350], [1.321, 2.559, -3.145], [0.173, 4.079, -4.167], [-2.007, 2.988, -3.504], [-1.945, 0.934, -2.118], [2.160, 0.865, -2.061], [2.301, 2.937, -3.435]],
  "total_charge": 3,
  "homo_energy_ha": [-0.5499, -0.6416],
  "multiplicity": 5,
  "orbital_gap_ev": [6.9469, 5.6174],
  "s_squared": 6.03,
  "de_lowest_kcal_mol": 0.00
}